C3H11O | ωB97M-V/def2-TZVPD

CARTESIAN COORDINATES (ANGSTROEM)
O 0.493 -1.292 -1.695
H 1.045 -2.063 -1.661
H 0.563 -0.760 -2.469
H 0.526 -0.661 -0.861
C -0.318 -0.618 1.489
C -0.780 0.870 0.899
C 0.281 1.400 -0.156
H -1.076 -1.368 1.077
H 0.077 -0.572 2.531
H 0.721 -0.951 0.847
H -0.960 1.652 1.640
H -1.623 0.444 0.457
H 0.540 2.475 0.001
H 1.236 0.730 -0.123
H -0.089 1.503 -1.272

Summary:
orbital gap = 10.8465 eV
E_LUMO = -4.548 eV
multiplicity = 1
net charge = +1
energy = -5326.7318 eV
energy relative to the best compared isomer or geometry (same formula, charge and spin) = 39.2 kcal/mol

---

C2H2ClFN2S | ωB97M-V/def2-TZVPD

CARTESIAN COORDINATES (ANGSTROEM)
C 0.590 -0.134 0.560
C -0.029 -0.773 -0.594
N 0.762 -0.695 1.678
N 0.639 -1.979 1.711
F 0.928 -0.782 -1.580
S -0.113 -2.758 0.324
Cl 0.429 -2.887 3.174
H 1.170 0.754 0.525
H -0.979 -0.573 -0.870

Summary:
orbital gap = 8.3716 eV
E_LUMO = -0.169 eV
multiplicity = 1
energy = -31157.3783 eV
energy relative to the best compared isomer or geometry (same formula, charge and spin) = 23.2 kcal/mol
SMILES = F[C@@H]1C=NN(Cl)S1

---

C25H23FNO8S2 | ωB97M-V/def2-TZVPD

CARTESIAN COORDINATES (ANGSTROEM)
C 3.226 -0.578 -0.918
C 3.676 0.630 -1.749
C 5.244 0.537 -2.082
O 2.969 0.743 -3.003
C 1.616 0.859 -2.834
O 0.858 0.533 -3.780
C 1.196 1.663 -1.690
C 0.177 2.645 -2.004
C -1.240 2.316 -1.637
C -1.749 2.580 -0.372
C -3.048 2.279 -0.018
C -3.894 1.580 -0.942
C -3.366 1.326 -2.210
C -2.050 1.543 -2.507
C 2.168 2.142 -0.686
O 1.903 2.891 0.177
O 3.491 1.862 -1.041
H 2.133 -0.538 -0.560
H 3.439 -1.445 -1.583
H 3.945 -0.626 -0.084
H 5.493 1.368 -2.701
H 5.750 0.531 -1.085
H 5.339 -0.466 -2.589
H 0.522 3.581 -1.557
H 0.298 2.829 -3.100
H -1.050 3.130 0.287
H -3.424 2.439 1.015
H -4.911 1.316 -0.631
H -4.004 0.787 -2.968
H -1.590 1.220 -3.444
C -5.510 -1.673 -0.858
C -5.168 -1.990 0.470
C -3.818 -2.275 0.777
C -2.865 -2.198 -0.237
S -1.123 -2.788 0.119
N -0.319 -1.806 1.166
F 0.657 0.405 -0.523
S 1.085 -2.275 1.934
C 1.661 -0.935 3.047
C 2.649 -0.007 2.709
C 3.149 0.832 3.729
C 2.591 0.790 5.023
C 1.628 -0.184 5.357
C 1.146 -1.029 4.336
O 0.524 -3.167 3.041
O 2.072 -2.630 0.931
O -1.491 -3.889 1.021
O -0.432 -2.905 -1.096
C -3.186 -1.966 -1.561
C -4.544 -1.708 -1.870
H -6.545 -1.436 -1.064
H -5.879 -1.975 1.307
H -3.470 -2.554 1.800
H 3.028 0.131 1.694
H 3.924 1.601 3.563
H 2.910 1.445 5.830
H 1.167 -0.296 6.360
H 0.385 -1.789 4.532
H -2.436 -1.951 -2.353
H -4.908 -1.452 -2.889

Summary:
orbital gap = 5.3492 eV
E_LUMO = 0.896 eV
multiplicity = 1
net charge = -1
energy = -68553.0942 eV

---

Which formula does entry 2 have?
C2H2ClFN2S